No. 1
Below is a molecular structure, C18H31HfS4, with properties calculated with the ωB97M-V functional and the def2-TZVPD basis.

Positions of all 54 atoms, in Å:
Hf1 0.148 0.154 0.148
C1 1.277 -1.028 3.186
C2 2.537 -0.708 2.398
S1 2.423 -1.137 0.607
C3 3.738 -0.113 -0.153
C4 3.599 1.417 -0.108
S2 2.085 2.006 0.734
C5 1.394 3.351 -0.303
C6 0.134 3.820 0.396
S3 -1.103 2.466 0.585
C7 -1.323 2.285 2.401
C8 -0.284 1.481 3.166
S4 -0.307 -0.288 2.630
H1 1.420 -0.732 4.227
H2 1.068 -2.101 3.183
H3 3.342 -1.315 2.823
H4 2.828 0.340 2.483
H5 3.770 -0.466 -1.186
H6 4.673 -0.421 0.321
H7 3.588 1.845 -1.111
H8 4.432 1.862 0.438
H9 1.196 2.980 -1.314
H10 2.126 4.160 -0.336
H11 -0.356 4.599 -0.187
H12 0.359 4.216 1.387
H13 -2.314 1.835 2.507
H14 -1.378 3.298 2.801
H15 -0.568 1.487 4.222
H16 0.725 1.886 3.078
C9 -0.030 -1.246 -1.701
C10 -0.940 -0.143 -1.897
C11 -1.978 -0.243 -0.898
C12 -1.690 -1.379 -0.071
C13 -0.499 -2.008 -0.564
C14 0.008 -3.335 -0.124
C15 -2.610 -1.926 0.963
C16 -3.261 0.510 -0.863
C17 -0.957 0.778 -3.071
C18 1.027 -1.687 -2.655
H17 -0.471 -4.110 -0.731
H18 -0.250 -3.545 0.912
H19 1.081 -3.449 -0.267
H20 -3.334 -2.588 0.478
H21 -3.181 -1.146 1.461
H22 -2.094 -2.525 1.707
H23 -4.075 -0.178 -1.106
H24 -3.288 1.314 -1.591
H25 -3.483 0.912 0.125
H26 -1.582 0.344 -3.857
H27 0.030 0.917 -3.508
H28 -1.387 1.749 -2.829
H29 0.574 -2.368 -3.381
H30 1.820 -2.244 -2.161
H31 1.449 -0.864 -3.224

Its total charge is +3. For the total energy, the calculation gives -63792.238 eV.

Here are the Mulliken charges for atoms 1 to 5, given in e: Hf -0.616; C -0.824; C -0.713; S 0.113; C -0.731


No. 2
Below is a molecular structure, C18H31IrN10O4, with properties calculated with the ωB97M-V functional and the def2-TZVPD basis.

Positions of all 64 atoms, in Å:
Ir1 0.129 -0.506 0.367
C1 1.355 1.239 3.571
C2 0.486 0.037 3.528
N1 0.012 -0.564 2.445
C3 -0.744 -1.637 2.866
C4 -0.742 -1.681 4.221
N2 0.036 -0.626 4.610
C5 -1.343 -2.558 5.276
O1 -2.111 -3.550 4.873
O2 -1.090 -2.305 6.419
C6 -1.345 -2.476 1.834
O3 -2.064 -3.414 2.045
O4 -0.997 -2.075 0.596
H1 1.566 1.575 2.557
H2 2.297 1.019 4.075
H3 0.869 2.045 4.121
H4 0.214 -0.430 5.589
H5 -2.202 -3.599 3.900
N3 4.180 0.118 0.264
C7 4.182 -1.149 0.795
C8 2.884 -1.536 0.850
N4 2.103 -0.510 0.347
C9 2.918 0.481 0.011
H6 4.995 0.689 0.100
H7 5.088 -1.661 1.072
H8 2.461 -2.461 1.200
H9 2.628 1.420 -0.427
C10 -0.730 4.842 -2.417
C11 -2.004 5.213 -1.662
C12 -3.250 4.709 -2.391
C13 -1.968 4.713 -0.209
N5 -1.480 3.322 -0.096
C14 -0.245 2.891 0.182
N6 -0.255 1.586 0.055
N7 -1.514 1.232 -0.307
N8 -2.250 2.273 -0.396
H10 -0.708 5.348 -3.381
H11 -0.690 3.767 -2.621
H12 0.174 5.136 -1.876
H13 -2.057 6.301 -1.579
H14 -3.349 3.625 -2.311
H15 -3.197 4.963 -3.449
H16 -4.155 5.161 -1.984
H17 -2.964 4.730 0.229
H18 -1.298 5.321 0.398
H19 0.584 3.515 0.468
C15 1.046 -3.811 -1.254
C16 0.302 -3.274 -2.482
C17 1.294 -2.649 -3.459
C18 -0.477 -4.401 -3.145
N9 -0.715 -2.271 -2.106
N10 -0.270 -0.990 -1.708
H20 1.885 -4.436 -1.563
H21 0.380 -4.414 -0.634
H22 1.435 -2.988 -0.655
H23 1.876 -3.436 -3.936
H24 2.014 -1.988 -2.961
H25 0.775 -2.099 -4.247
H26 0.183 -5.250 -3.323
H27 -0.896 -4.080 -4.098
H28 -1.294 -4.739 -2.504
H29 -1.455 -2.606 -1.509
H30 -1.023 -0.330 -1.884
H31 0.533 -0.769 -2.288

The energy above the lowest of the compared OMol25 structures with the same formula, charge and spin is 134.5 kJ/mol. Its total charge is +2.

Here are the Mulliken charges for atoms 1 to 5, given in e: Ir 2.806; C -1.186; C 0.168; N -0.190; C -0.024